Formula: C4H6N2O
Source: OMol25
Level of theory: ωB97M-V with the def2-TZVPD basis set

Its SMILES is [H]/N=C/OCCC#N. The HOMO-LUMO gap comes out at 11.4 eV. For the energy relative to the best compared isomer or geometry (same formula, charge and spin), the calculation gives 170.1 kJ/mol. The value obtained for the energy is -340.730108 Eh. As for the HOMO energy: -0.391 Ha.

```
! wB97M-V def2-TZVPD RIJCOSX def2/J DEFGRID3
* xyz 0 1
H -2.64994 1.28386 -1.20164
N -2.18620 0.38208 -1.09353
C -1.56699 0.36960 -0.00130
O -0.90963 -0.73216 0.45102
C 0.30836 -1.10686 -0.16699
C 1.48172 -0.42201 0.55522
C 1.76911 0.93926 0.08348
N 2.01785 2.00389 -0.29711
H -1.55030 1.19680 0.70101
H 0.29349 -0.89123 -1.24116
H 0.40169 -2.18626 -0.02306
H 1.21515 -0.37768 1.61831
H 2.40121 -1.01450 0.46759
*
```

***

Formula: H41O20
Source: OMol25
Level of theory: ωB97M-V with the def2-TZVPD basis set

The HOMO-LUMO gap (alpha / beta) comes out at 9.7 / 3.2 eV. For the energy relative to the best compared isomer or geometry (same formula, charge and spin), the calculation gives 82.8 kJ/mol. The value obtained for the energy is -1528.627904 Eh. As for the HOMO energy (alpha / beta): -0.572 / -0.572 Ha. Its expectation value of S² is 0.753.

```
! wB97M-V def2-TZVPD RIJCOSX def2/J DEFGRID3
* xyz 2 2
O 0.60202 2.95233 2.40290
H 1.14542 -1.44774 1.43661
O -0.50718 3.99333 -2.76908
H -0.65411 4.74887 -2.19335
H -4.63234 -2.02002 1.20300
O 1.01646 -0.07059 -3.43777
H 0.42637 -0.65803 -3.91395
H 1.26995 -0.20968 -2.52669
O 3.21904 -2.05724 -3.03602
H 3.11945 -1.55875 -3.85319
H 0.93993 2.89586 0.10332
O -3.25349 -1.96097 -2.79267
H -0.28132 -1.24789 5.90845
H 2.40991 -1.87761 -2.58660
O -0.06625 -1.51387 5.01265
H 3.36322 3.18671 2.47839
H -3.60609 -1.93568 -3.68916
O 1.54389 2.08899 -4.69119
H 0.57450 -1.63890 2.85422
H 3.06637 2.18526 1.45735
O -1.77883 -0.68541 1.51758
H -1.13684 -0.09134 1.15018
H -1.92653 -2.61021 1.50100
O 3.11940 -0.01238 -0.45937
H 3.60207 0.23935 0.32913
H -4.05945 -2.22351 -2.34198
O -1.17969 -3.23335 1.70300
H -0.00603 -2.68185 1.71637
H -1.24591 -3.87568 0.98116
O -1.65668 2.41725 0.54884
H -1.28932 2.16555 1.40354
H 0.78680 2.73004 -4.72955
O 0.99613 -3.19116 -0.38250
H 1.78646 -3.66902 -0.67572
H 1.29630 -2.28925 -0.53577
O 2.29424 -0.22994 3.68082
H 2.84229 -0.96841 3.91547
H 2.27793 0.36787 4.43076
O 0.41446 0.47551 0.47036
H -1.38033 4.09479 -3.18185
H 0.70815 0.33806 -0.41601
O 0.95696 -2.14044 2.09498
H -2.44452 2.89450 0.83215
H 0.89816 3.44854 3.16524
O 1.82837 2.56381 -0.05354
H -1.06797 -2.09176 -1.82903
H 2.15381 2.85266 -0.90236
O -0.35507 -1.41810 -1.88304
H -1.10977 -0.80352 -1.99321
H 0.43235 1.40523 0.65459
O 3.14264 2.24948 2.42430
H 1.20518 2.21319 2.23052
H 1.30337 1.21198 -4.12792
O -4.41973 -2.68969 0.53090
H 0.54553 -2.19795 5.29163
H -5.37154 -2.79196 0.35498
O -5.60276 2.29682 -1.28932
H -4.78775 2.73688 -1.51112
H -5.72555 1.90203 -0.43380
H -2.32535 -0.45337 2.25953
H 3.63050 -0.54843 -1.06827
*
```

***

Formula: C55H47BrN5O3S3SiZr
Source: OMol25
Level of theory: ωB97M-V with the def2-TZVPD basis set

The HOMO-LUMO gap (alpha / beta) comes out at 3.2 / 3.2 eV. The value obtained for the energy is -6728.048255 Eh. As for the HOMO energy (alpha / beta): -0.223 / -0.223 Ha.

```
! wB97M-V def2-TZVPD RIJCOSX def2/J DEFGRID3
* xyz 1 1
Zr -0.28491 -1.15092 0.62000
N 1.42297 -0.15199 0.67868
S 2.08297 1.13159 0.15756
N 1.18984 2.37725 -0.07750
S -0.09427 3.23637 0.22908
N -1.66212 2.73730 0.37791
S -2.48201 1.33947 0.46661
N -1.79070 0.03648 0.21189
C -3.90840 1.52991 -0.51612
C -4.48088 2.79715 -0.58288
C -5.19144 3.14141 -1.83533
C -5.69722 2.08625 -2.74642
C -5.32044 0.80964 -2.44262
C -4.35724 0.56340 -1.40382
C -3.15673 1.33265 2.19532
C -4.46709 1.04323 2.54626
C -4.75243 0.51934 3.81236
C -3.89611 0.78003 4.84679
C -2.68738 1.43339 4.59795
C -2.22749 1.42969 3.23959
C 0.02759 4.29727 1.67523
C -1.07414 4.59478 2.50599
C -0.81206 5.25720 3.61802
C 0.39900 5.88329 3.91527
C 1.49591 5.68592 3.09871
C 1.26865 4.89637 1.94285
C -0.13306 4.33923 -1.18709
C 1.02062 4.49630 -2.01578
C 0.97623 5.35431 -3.07374
C -0.22083 5.95594 -3.43608
C -1.36287 5.73702 -2.67091
C -1.35754 4.92553 -1.52054
C 3.45884 1.60912 1.22076
C 4.08899 2.79746 0.85910
C 4.89597 3.46668 1.80532
C 5.20263 2.86357 3.04485
C 4.75320 1.54751 3.26158
C 3.90078 0.94578 2.35858
C 2.81405 0.75178 -1.49253
C 2.01141 0.80324 -2.65648
C 2.68161 0.61056 -3.89015
C 4.11931 0.48433 -3.96698
C 4.81758 0.52613 -2.78720
C 4.17637 0.59618 -1.53727
H -4.25496 3.52341 0.20896
H -5.37411 4.20652 -1.98435
H -6.19587 2.21553 -3.69988
H -5.63360 -0.07674 -2.96879
H -3.93735 -0.43378 -1.24712
H -5.31996 1.25322 1.86429
H -5.74478 0.11249 3.88175
H -4.26750 0.64962 5.84839
H -2.18876 2.00508 5.35316
H -1.18576 1.62403 2.96439
H -2.06881 4.13726 2.44978
H -1.58095 5.34070 4.40454
H 0.56392 6.53401 4.78855
H 2.50941 6.02243 3.35117
H 2.07822 4.62336 1.28366
H 1.92858 3.98292 -1.84221
H 1.87298 5.39768 -3.67543
H -0.16875 6.68781 -4.29754
H -2.26471 6.26499 -2.78772
H -2.34842 4.83924 -1.08844
H 3.84388 3.18102 -0.16094
H 5.31358 4.42885 1.53922
H 5.75634 3.34936 3.83879
H 4.96332 1.09446 4.23318
H 3.33616 0.02360 2.71319
H 0.92407 0.99366 -2.71552
H 2.13207 0.65010 -4.83943
H 4.51610 0.32594 -4.98012
H 5.92549 0.52707 -2.86456
H 4.71055 0.49628 -0.64236
C -1.04157 -1.80365 -2.53029
O -0.36107 -2.54860 -1.47260
H -2.15078 -2.03409 -2.53407
H -0.54620 -1.95146 -3.53356
H -0.83897 -0.76360 -2.30983
C -0.67276 -5.08773 -5.90652
C 0.26065 -5.72486 -5.00871
C 0.11284 -5.70807 -3.62638
C -0.84873 -4.85440 -2.96161
C -1.79923 -4.29613 -3.94743
C -1.78052 -4.49367 -5.31378
Si -0.42255 -4.18834 -1.30532
C 1.46642 -4.60031 -1.04922
C 2.44027 -4.22442 -1.95308
C 3.74682 -4.84610 -1.90337
C 3.99545 -5.73412 -0.83235
C 2.97765 -6.07130 0.05057
C 1.75344 -5.36120 0.09871
H -0.44133 -4.91434 -6.94361
H 1.11404 -6.17588 -5.42284
H 0.77156 -6.41232 -3.07806
H -2.46224 -3.55358 -3.53960
H -2.61330 -4.18879 -5.96301
H -1.29791 -4.83768 -0.27157
H 2.10279 -3.58990 -2.81058
H 4.53126 -4.49018 -2.54146
H 4.96713 -6.17727 -0.64760
H 3.17899 -6.83638 0.71574
H 1.10463 -5.41282 0.93945
Br -0.76656 -8.06982 4.29360
C -0.86211 -6.13186 4.49302
C -0.95741 -5.52405 5.81696
N -1.00381 -4.23403 5.89073
C -0.96426 -3.44321 4.86165
C -0.89610 -3.92192 3.53372
C -0.90231 -5.30341 3.36686
C -0.55125 -2.88009 2.56200
O -0.17939 -3.19248 1.32805
O -0.60416 -1.61752 2.88928
H -1.04086 -6.12263 6.70012
H -0.96570 -2.37640 5.12010
H -0.78038 -5.72861 2.37047
*
```